A 12-piece molecular cluster, C36H72O20 overall at a distorted geometry. Source: the Open Molecules 2025 dataset; level of theory: wB97M-V/def2-TZVPD.

Summary:
Largest force on an atom in hartree/bohr: 0.078
DFT total energy in eV: -79444.835
Energy relative to the best compared isomer or geometry (same formula, charge and spin) in kJ/mol: 479.0
HOMO level in eV: -9.46
Charge: 0

Last column: Löwdin charge in e.
Geometry (Å):
H -5.082 0.684 -6.405  0.070
H 7.757 4.122 5.861  0.086
H 1.848 0.450 2.401  0.095
H 0.987 5.753 -5.782  0.088
O 7.649 -1.865 3.813  0.005
H 5.743 -1.680 7.284  0.091
H -6.983 -0.045 -1.387  0.076
H 10.164 6.470 5.595  0.083
H 6.346 7.015 -0.975  0.079
H 4.921 -4.712 -1.876  0.098
O -6.524 5.000 3.742  0.012
H -1.217 -1.665 -2.104  0.100
H 6.512 4.628 4.903  0.083
O 7.330 -1.921 5.931  -0.005
H -1.152 -4.666 -6.504  0.078
C 8.012 6.178 5.505  -0.474
H -0.073 -2.482 10.145  0.085
C 6.167 6.013 -0.585  -0.028
H 9.528 6.519 3.951  0.071
C 7.579 4.808 5.033  -0.032
H 4.042 -3.763 -2.955  0.093
C 6.940 -1.318 4.804  -0.556
C -1.797 -5.401 -6.987  -0.025
H -1.288 -6.356 -7.115  0.069
H 7.172 -2.232 8.030  0.090
C 7.780 -1.169 2.618  -0.071
H 7.133 -0.568 7.492  0.096
H 1.455 -2.334 7.810  0.080
C 6.305 4.932 -1.606  -0.482
H 2.051 3.375 -3.985  0.078
O 2.787 -7.236 -4.160  -0.002
H 1.524 -0.560 7.859  0.082
C 2.062 0.823 1.399  -0.034
C 6.301 5.353 -3.093  -0.022
H -10.360 -0.923 -1.894  0.067
H -7.142 6.677 2.809  0.099
O -0.254 -0.638 1.426  0.092
C -5.354 -4.301 3.701  -0.454
O 0.095 -1.052 -0.815  0.002
H -8.328 -1.367 -6.005  0.074
H -10.824 0.519 -2.893  0.080
H -7.820 0.278 -5.676  0.082
H -6.874 -3.366 4.830  0.082
H -1.908 -0.991 -0.682  0.101
C -5.757 4.597 2.792  -0.625
C -2.250 -4.800 -8.325  -0.493
O -1.445 -1.189 7.712  0.074
O 6.431 3.739 -1.311  0.035
O -5.511 3.318 3.154  0.004
C 0.868 3.631 -5.804  -0.448
H -3.585 -6.176 -9.223  0.098
H 2.707 -9.077 -5.239  0.091
C -7.517 -0.654 -6.154  -0.037
H 7.306 5.715 -3.307  0.085
O 3.101 -5.619 -2.793  0.027
H -5.567 -2.273 4.579  0.074
C -3.878 -4.220 3.611  -0.036
H 5.143 5.811 -0.270  0.097
H 6.150 4.435 -3.662  0.076
O -5.299 5.223 1.846  0.111
H 9.284 7.881 5.028  0.079
H 8.177 -0.156 2.690  0.099
H -2.423 -5.250 -10.318  0.089
C 1.491 4.938 -6.301  -0.026
H -3.536 -4.798 2.753  0.086
C -6.189 -1.113 -5.573  -0.413
C -2.582 -5.776 -9.376  -0.035
O 7.284 6.755 6.291  0.054
C -0.369 -1.467 9.879  -0.024
C 3.556 -6.214 -3.839  -0.703
C 9.320 6.793 4.986  -0.020
H 5.523 6.086 -3.305  0.077
H 3.140 0.929 1.281  0.091
H 1.607 1.795 1.202  0.098
C 3.898 -4.556 -2.221  -0.016
O 6.089 -0.414 4.739  0.090
H -7.485 -0.618 -7.242  0.085
C -1.116 -1.660 -1.018  -0.073
O -5.950 -2.237 -5.081  0.020
C 0.886 -1.418 7.647  -0.039
C -4.602 2.644 2.253  -0.044
O -5.880 -5.444 3.595  0.014
H 0.357 -0.789 10.329  0.078
H 3.112 -7.555 -6.084  0.096
H -4.767 1.573 2.365  0.085
H 3.193 -4.238 -1.453  0.096
H 6.875 5.924 0.239  0.084
H -4.746 2.916 1.207  0.092
H 2.580 4.881 -6.285  0.073
H -1.310 -1.126 10.312  0.080
O -2.341 -3.590 -8.480  0.059
H -3.467 -4.672 4.513  0.097
O -0.238 3.300 -6.304  0.012
H -1.202 -2.680 -0.644  0.105
H -7.773 6.326 4.490  0.094
H 1.207 5.020 -7.350  0.078
C 3.281 -8.151 -5.187  -0.005
H -4.073 -0.303 -5.394  0.069
H -6.606 -2.566 3.225  0.081
H 8.050 4.491 4.103  0.071
H -1.909 -6.632 -9.344  0.078
O 4.597 -5.988 -4.366  0.130
C -10.364 0.165 -1.971  -0.029
C -8.935 0.665 -1.694  -0.421
C -7.935 -0.209 -0.882  -0.016
H -5.327 0.660 -4.640  0.072
H -6.235 7.066 4.341  0.097
H 6.883 -1.126 2.000  0.099
C 6.827 -1.580 7.227  -0.035
H 0.800 -1.304 6.566  0.078
C -6.907 6.376 3.830  -0.014
H -2.509 -5.565 -6.178  0.082
H -11.102 0.385 -1.200  0.079
C -6.144 -3.054 4.083  -0.022
H -7.865 0.078 0.167  0.077
C -0.442 -1.360 8.360  -0.494
C 0.442 -0.667 0.407  -0.556
H -8.212 -1.263 -0.875  0.069
H 4.339 -8.354 -5.023  0.094
H 2.083 2.016 -5.190  0.088
O 1.553 0.086 0.288  -0.022
H 8.581 -1.693 2.098  0.097
C -5.096 0.054 -5.516  -0.020
H -3.536 2.726 2.467  0.092
O -8.565 1.758 -2.167  0.019
C 1.485 2.790 -4.709  -0.024
H -3.522 -3.206 3.430  0.078
H 0.653 2.262 -4.243  0.082

Atomic forces in eV per Å
-0.4 0.0 0.0
0.7 -0.2 -0.1
-0.4 -0.2 -0.3
0.6 0.1 0.2
-0.4 0.0 1.4
-0.1 0.3 -0.4
0.1 -0.2 0.3
0.0 -0.2 0.1
-0.6 -0.1 -0.2
-0.3 -1.2 0.2
-1.0 1.6 1.9
0.0 -0.4 0.0
-0.2 0.9 0.0
0.5 -0.9 0.3
0.4 -0.1 -0.2
-1.1 0.4 0.0
-0.3 0.0 0.2
0.3 -0.1 0.1
-0.1 -0.2 0.0
0.1 -0.6 -0.2
-0.4 0.1 -0.1
-2.0 2.1 0.9
0.6 0.5 0.3
0.2 0.1 -0.1
0.7 -0.4 -0.7
0.8 0.5 -1.7
-0.2 0.1 -0.2
0.0 0.0 0.4
1.0 -1.9 -0.9
0.1 -0.1 -0.1
-1.3 -1.6 0.2
0.0 0.0 0.8
-0.3 0.8 -0.4
-0.1 -1.0 1.0
0.1 -0.2 -0.6
-0.1 0.5 0.3
1.1 -1.3 -1.9
-1.6 -3.1 0.3
2.5 0.0 0.7
0.2 -0.3 0.5
0.5 0.0 -0.1
0.2 0.2 -0.4
-0.4 0.0 -0.4
-0.2 -0.4 0.5
1.9 -0.2 -1.1
-0.4 1.1 1.8
-0.3 -0.1 0.7
-0.3 2.1 -0.2
1.4 -0.3 -1.8
-3.2 -0.2 -1.4
-0.1 0.2 -0.2
-0.2 0.4 0.6
-0.3 -1.1 0.2
-0.1 0.4 -0.1
-0.4 0.8 1.8
0.5 -0.2 -0.2
0.6 0.4 -0.9
-0.1 0.7 0.5
-0.1 0.2 -0.1
-0.8 -1.0 1.3
-0.2 -0.1 0.2
-0.3 0.2 0.7
-0.6 -0.3 -0.2
-0.2 -1.3 -0.5
-0.1 -0.3 0.1
1.8 -1.1 1.3
0.5 -0.2 -0.9
0.8 0.1 -0.3
-0.5 0.6 -0.2
1.0 -1.7 -0.6
-0.4 0.0 0.0
0.2 0.1 -0.1
-0.1 -0.3 -0.2
0.2 0.3 0.8
-1.0 1.0 -0.5
2.2 -2.2 -0.2
0.4 0.7 0.0
-1.9 -0.1 -1.1
-0.9 3.1 -1.5
0.7 0.2 -1.0
0.0 -1.1 -0.2
0.9 3.6 0.2
0.4 0.0 -0.4
0.5 -0.6 -0.5
-0.5 0.1 0.0
0.7 0.3 0.2
-0.3 -0.5 0.1
-0.3 0.2 0.2
0.0 0.5 0.5
-0.2 -0.6 0.0
0.2 -1.4 0.1
0.2 0.2 0.0
3.0 0.6 1.4
0.1 0.2 0.3
-0.3 0.2 -0.4
-0.1 0.1 0.0
0.0 1.6 -0.1
-0.2 -0.4 0.1
-0.2 -0.3 -0.1
0.3 -0.2 0.3
0.0 0.0 0.0
1.6 0.9 -1.0
0.3 -0.7 0.6
0.2 2.2 -0.8
-0.8 0.4 -0.8
-0.2 0.2 0.0
0.7 -0.5 -0.4
-0.1 -0.2 0.2
-0.8 0.7 0.0
-0.6 -0.3 0.0
-1.0 -0.4 -0.2
-0.8 0.0 -0.6
0.3 0.6 0.4
0.0 -0.3 0.4
-0.1 0.4 -0.1
0.8 0.5 -0.3
-1.4 3.1 2.0
0.0 0.0 -0.3
-0.1 0.1 -0.1
0.4 0.1 0.1
0.5 -1.9 -0.5
-0.3 -0.2 -0.2
-0.6 -1.2 -0.1
-0.1 0.8 0.5
-0.7 -2.7 1.2
-0.6 0.1 -0.4
0.1 0.0 0.5
0.1 0.1 0.2